A cluster of 11 separate species, C52H128B3N8O24 in total, computed with ωB97M-V with the def2-TZVPD basis set.

Last column: Löwdin charge in e.
Cartesian coordinates (Å):
B1 -9.28423 2.80151 -0.10385  -0.41
H1 -8.10399 2.82532 0.01518  -0.05
H2 -9.75111 3.27215 0.90283  -0.06
H3 -9.63649 3.43592 -1.04138  -0.06
H4 -9.70750 1.66490 -0.20283  -0.07
B2 -6.23234 7.00612 -1.69583  -0.43
H5 -5.54676 7.77968 -2.33072  -0.08
H6 -5.53338 6.43390 -0.90853  -0.06
H7 -6.96874 7.77834 -1.13444  -0.06
H8 -6.87006 6.26057 -2.37345  -0.04
O1 -7.87562 3.75797 -2.81443  0.20
C1 -7.80450 3.61729 -3.98421  -0.35
O2 -6.70536 3.66009 -4.77458  0.21
B3 -7.10756 3.70007 -6.16401  -0.90
O3 -8.56223 3.52173 -6.18534  0.20
C2 -9.03097 3.48161 -4.93773  -0.37
O4 -10.16341 3.26601 -4.63015  0.15
O5 -6.49824 2.51794 -6.89995  0.20
C3 -5.63772 2.97811 -7.76552  -0.43
O6 -4.89784 2.34869 -8.48211  0.10
C4 -5.68437 4.51543 -7.73803  -0.41
O7 -6.69508 4.87036 -6.96775  0.23
O8 -4.95433 5.24260 -8.34664  0.13
C5 -15.44018 5.93236 0.88036  -0.16
O9 -14.05247 5.90307 0.73553  -0.20
C6 -13.60002 4.60256 0.35651  -0.22
C7 -12.07597 4.61519 0.29025  -0.21
N1 -11.51678 5.62164 -0.62083  0.01
C8 -11.56669 5.12046 -1.99188  -0.22
C9 -11.13585 6.19808 -2.97222  -0.24
O10 -9.79655 6.56532 -2.71083  -0.16
C10 -9.20885 7.30750 -3.74150  -0.15
H9 -15.77097 5.25177 1.68042  0.08
H10 -15.94170 5.61859 -0.04718  0.08
H11 -15.78836 6.93078 1.15014  0.08
H12 -13.98320 4.42940 -0.66179  0.10
H13 -13.95300 3.77578 0.98496  0.12
H14 -11.69250 3.61228 0.09662  0.09
H15 -11.72981 4.75642 1.32095  0.09
H16 -12.12888 6.43352 -0.63964  0.09
H17 -12.57668 4.74171 -2.25935  0.11
H18 -10.96396 4.23319 -2.19318  0.09
H19 -11.75806 7.10680 -2.84716  0.11
H20 -11.27364 5.84739 -4.00378  0.11
H21 -8.61255 6.66427 -4.41002  0.08
H22 -8.54718 8.09203 -3.37929  0.08
H23 -9.92966 7.72791 -4.46589  0.07
C11 -3.40601 5.54374 -3.23674  -0.10
O11 -3.16636 4.14422 -3.23787  -0.18
C12 -3.06441 3.62137 -4.53432  -0.24
C13 -3.60872 2.20197 -4.52815  -0.20
N2 -2.61463 1.29927 -3.97817  -0.05
C14 -3.12172 -0.06742 -3.82657  -0.21
C15 -2.16574 -0.90559 -2.99641  -0.24
O12 -1.70688 -0.26222 -1.83227  -0.20
C16 -2.67014 -0.16922 -0.81264  -0.11
H24 -3.81536 5.96147 -2.31655  0.06
H25 -4.16853 5.82325 -3.97647  0.08
H26 -2.49964 6.09195 -3.53930  0.07
H27 -2.02762 3.62521 -4.90434  0.12
H28 -3.64519 4.20549 -5.25936  0.11
H29 -3.88100 1.91343 -5.54790  0.11
H30 -4.55226 2.28649 -3.96831  0.13
H31 -2.29128 1.63739 -3.07949  0.10
H32 -3.29963 -0.49878 -4.81136  0.12
H33 -4.04603 0.06754 -3.23955  0.11
H34 -1.28142 -1.12682 -3.60004  0.12
H35 -2.66763 -1.85125 -2.74143  0.11
H36 -2.95083 -1.18831 -0.48731  0.08
H37 -3.60366 0.28670 -1.14327  0.08
H38 -2.25624 0.25841 0.09535  0.09
C17 -10.91252 7.42507 2.17142  -0.16
O13 -10.00561 6.37619 2.05035  -0.16
C18 -9.85437 5.78663 3.32621  -0.24
C19 -8.90089 4.59574 3.24182  -0.26
N3 -7.67424 4.85199 2.53879  -0.02
C20 -6.89276 3.60202 2.46571  -0.23
C21 -5.69662 3.67731 1.54127  -0.24
O14 -6.06888 3.99587 0.22534  -0.18
C22 -5.04014 3.73212 -0.66521  -0.16
H39 -10.94540 8.03274 1.26296  0.09
H40 -10.70585 8.09467 3.02112  0.07
H41 -11.97086 7.11238 2.23614  0.07
H42 -10.80725 5.32094 3.62177  0.11
H43 -9.49600 6.56391 4.01466  0.11
H44 -9.42089 3.76943 2.75487  0.08
H45 -8.77283 4.23270 4.29153  0.11
H46 -7.04388 5.45915 3.05885  0.11
H47 -7.58571 2.84101 2.09564  0.09
H48 -6.65260 3.25630 3.49219  0.10
H49 -5.15929 2.71271 1.50377  0.11
H50 -4.94002 4.41456 1.87042  0.11
H51 -5.21719 4.11647 -1.66110  0.06
H52 -4.92981 2.63291 -0.81773  0.08
H53 -4.04289 3.98932 -0.27099  0.08
C23 -14.28046 -3.27031 -10.35077  -0.12
O15 -13.87606 -2.39280 -9.33104  -0.19
C24 -12.72616 -2.84444 -8.63569  -0.24
C25 -12.34609 -1.85441 -7.57091  -0.23
N4 -11.96053 -0.57778 -8.12439  -0.05
C26 -11.60926 0.40845 -7.11375  -0.20
C27 -11.59838 1.82019 -7.62888  -0.22
O16 -12.91631 2.29076 -7.83268  -0.19
C28 -12.94771 3.57755 -8.39539  -0.12
H54 -14.30147 -4.29994 -9.97317  0.08
H55 -13.69528 -3.12964 -11.26326  0.09
H56 -15.32972 -3.04973 -10.56205  0.08
H57 -11.93859 -2.87882 -9.39875  0.09
H58 -12.85640 -3.83330 -8.17707  0.12
H59 -11.55939 -2.22961 -6.90868  0.12
H60 -13.20244 -1.73887 -6.87627  0.12
H61 -12.65399 -0.26181 -8.78897  0.11
H62 -10.59031 0.20002 -6.76968  0.12
H63 -12.26223 0.29266 -6.23594  0.13
H64 -11.06275 1.80543 -8.59290  0.12
H65 -11.04082 2.48586 -6.96242  0.11
H66 -12.50384 3.54541 -9.39716  0.09
H67 -12.45258 4.29821 -7.73279  0.09
H68 -13.97863 3.93060 -8.45505  0.08
C29 -6.82061 8.99684 -6.48566  -0.12
O17 -5.61461 9.39096 -5.89832  -0.20
C30 -5.08394 8.36575 -5.04834  -0.22
C31 -3.86899 8.91705 -4.34684  -0.20
N5 -2.82446 9.36705 -5.28768  -0.04
C32 -1.89582 8.29857 -5.64810  -0.24
C33 -0.81113 8.80675 -6.59599  -0.23
O18 -1.24035 9.26521 -7.87733  -0.20
C34 -1.97413 8.27912 -8.56373  -0.12
H69 -6.64692 8.15972 -7.17424  0.08
H70 -7.17350 9.83434 -7.09192  0.08
H71 -7.60780 8.68372 -5.79276  0.08
H72 -4.87151 7.49969 -5.67820  0.12
H73 -5.80648 8.11205 -4.26606  0.09
H74 -3.44197 8.27262 -3.57934  0.10
H75 -4.25205 9.74410 -3.73679  0.12
H76 -3.30408 9.56993 -6.16342  0.09
H77 -2.37582 7.42045 -6.09739  0.11
H78 -1.32502 8.05965 -4.74452  0.12
H79 -0.14493 7.94510 -6.78006  0.11
H80 -0.22414 9.61789 -6.16771  0.11
H81 -1.38130 7.36301 -8.68558  0.09
H82 -2.16476 8.62670 -9.58236  0.08
H83 -2.94498 8.04840 -8.12856  0.08
C35 -8.08909 0.85711 -9.04155  -0.09
O19 -8.72528 0.24848 -10.15041  -0.18
C36 -8.70186 -1.14606 -10.08967  -0.24
C37 -9.70041 -1.67491 -11.13128  -0.20
N6 -9.49652 -3.00599 -11.63488  -0.06
C38 -9.81095 -4.14346 -10.79263  -0.24
C39 -8.88867 -5.31230 -11.04963  -0.24
O20 -7.51282 -5.04491 -10.86232  -0.19
C40 -7.18413 -4.72163 -9.53327  -0.11
H84 -7.01769 0.63894 -9.06158  0.08
H85 -8.46986 0.57425 -8.05256  0.09
H86 -8.28976 1.92589 -9.08856  0.10
H87 -8.90098 -1.54249 -9.08878  0.12
H88 -7.73749 -1.52372 -10.47411  0.11
H89 -9.66229 -0.98770 -11.98023  0.12
H90 -10.71777 -1.58839 -10.73810  0.10
H91 -8.69137 -3.19928 -12.20721  0.11
H92 -10.83949 -4.47336 -11.00395  0.11
H93 -9.82418 -3.88718 -9.72634  0.11
H94 -8.94794 -5.67572 -12.07815  0.12
H95 -9.20016 -6.14442 -10.39887  0.12
H96 -7.54990 -5.49932 -8.85306  0.09
H97 -7.50270 -3.71843 -9.23235  0.08
H98 -6.09885 -4.67785 -9.42485  0.09
C41 -1.57894 3.35567 -8.40048  -0.10
O21 -0.45117 3.11827 -9.23716  -0.21
C42 0.65713 2.71412 -8.44402  -0.23
C43 1.72366 2.28402 -9.43494  -0.19
N7 2.73885 1.53540 -8.67246  -0.07
C44 3.85672 1.11199 -9.48760  -0.22
C45 4.81951 0.24031 -8.70456  -0.24
O22 5.13797 0.86525 -7.47666  -0.19
C46 5.95686 0.04078 -6.69252  -0.13
H99 -1.42100 4.17520 -7.68739  0.09
H100 -1.85614 2.41237 -7.92712  0.08
H101 -2.38006 3.75865 -9.02053  0.09
H102 0.36495 1.90271 -7.76809  0.13
H103 1.03088 3.55520 -7.84751  0.13
H104 2.22094 3.17712 -9.83693  0.12
H105 1.39126 1.60145 -10.21070  0.10
H106 3.06766 1.97614 -7.82511  0.11
H107 4.49674 1.95218 -9.81097  0.12
H108 3.47581 0.54483 -10.33710  0.11
H109 5.72376 0.01061 -9.28796  0.12
H110 4.39063 -0.75016 -8.49286  0.10
H111 6.88169 -0.24917 -7.20181  0.08
H112 5.39008 -0.85724 -6.39953  0.09
H113 6.16797 0.51696 -5.73482  0.09
C47 -4.51510 -0.51474 -10.51665  -0.13
O23 -3.14444 -0.65324 -10.78259  -0.20
C48 -2.32176 -0.12093 -9.73809  -0.19
C49 -0.88099 -0.20948 -10.18953  -0.19
N8 -0.30237 -1.50709 -9.85585  -0.05
C50 1.14705 -1.46319 -10.11310  -0.21
C51 1.80181 -2.67437 -9.50476  -0.21
O24 3.18075 -2.60173 -9.87033  -0.21
C52 3.95675 -3.64083 -9.34700  -0.14
H114 -5.10381 -1.14255 -11.18678  0.08
H115 -4.82263 0.53116 -10.62175  0.08
H116 -4.78176 -0.84516 -9.50249  0.09
H117 -2.51073 -0.76272 -8.86842  0.13
H118 -2.67401 0.90171 -9.57593  0.11
H119 -0.30827 0.65366 -9.83478  0.08
H120 -0.82257 -0.11130 -11.27810  0.13
H121 -0.34856 -1.72612 -8.86491  0.10
H122 1.56309 -0.52704 -9.72540  0.09
H123 1.33880 -1.51704 -11.18869  0.13
H124 1.40465 -3.60641 -9.93203  0.13
H125 1.70859 -2.82087 -8.42026  0.12
H126 3.59106 -3.95766 -8.36221  0.08
H127 4.96892 -3.26655 -9.17627  0.08
H128 4.01493 -4.52383 -9.99320  0.08

Charge   -3
Lowest unoccupied orbital energy   3.833 eV
Frontier orbital gap   4.305 eV